The following is a quantum chemistry calculation of a molecular structure, C24H29AsF5GeLiSSi2 in a non-equilibrium geometry, from the Open Molecules 2025 dataset.

```
64
Properties=species:S:1:pos:R:3:forces:R:3
Li -0.2899 1.2057 -1.0565 0.05 0.24 -0.24
F -5.4042 -2.2287 -2.9275 -0.03 -0.09 0.00
C -4.5694 -1.1946 -2.8171 0.06 0.14 -0.04
C -3.4115 -1.2972 -2.0724 -0.01 -0.09 0.12
F -3.1064 -2.4413 -1.4488 0.02 -0.04 0.01
C -2.5800 -0.2032 -1.9697 -0.11 0.32 -0.34
F -1.4261 -0.3474 -1.2384 0.24 -0.47 -0.11
C -2.8140 1.0284 -2.5793 -0.38 -0.45 -0.21
S -1.7424 2.3674 -2.4468 0.48 0.41 -0.30
C -4.0032 1.0866 -3.3258 0.28 -0.04 0.22
F -4.3265 2.2221 -3.9411 -0.09 0.02 -0.09
C -4.8542 0.0083 -3.4499 0.02 -0.06 0.05
F -5.9649 0.1094 -4.1786 -0.09 0.01 -0.04
Ge 2.3316 0.3624 0.5376 0.76 -0.18 -0.13
C 2.6614 -1.4211 -0.2194 -0.32 0.09 0.18
C 3.9480 -1.9499 -0.1902 0.05 0.08 0.09
C 4.2239 -3.1802 -0.7696 0.00 -0.06 -0.07
C 3.2114 -3.8994 -1.3894 0.01 0.01 0.01
C 1.9233 -3.3848 -1.4246 -0.09 0.00 -0.02
C 1.6549 -2.1528 -0.8467 -0.08 0.00 0.12
C 2.2637 1.5081 -1.0837 -0.31 -0.17 0.22
C 2.8527 2.7726 -1.0738 -0.05 0.10 0.09
C 3.0336 3.4768 -2.2533 0.03 0.00 0.06
C 2.6148 2.9354 -3.4632 -0.11 -0.04 0.00
C 2.0027 1.6930 -3.4870 0.08 0.11 -0.09
C 1.8483 0.9810 -2.3055 -0.05 -0.18 0.04
H 3.7057 0.7657 1.1200 -0.08 0.00 0.06
H 4.7435 -1.3955 0.2951 0.02 -0.02 -0.02
H 5.2314 -3.5752 -0.7404 0.00 -0.01 0.01
H 3.4194 -4.8582 -1.8462 0.03 0.00 0.02
H 1.1228 -3.9445 -1.8925 0.03 0.01 -0.03
H 0.6389 -1.7669 -0.8712 -0.01 -0.08 0.01
H 3.2014 3.1917 -0.1365 0.00 0.05 -0.03
H 3.5170 4.4450 -2.2298 -0.01 0.01 -0.01
H 2.7653 3.4820 -4.3846 -0.02 0.02 0.01
H 1.6638 1.2690 -4.4230 -0.01 0.00 0.01
H 1.4509 -0.0301 -2.3491 -0.03 0.04 -0.07
C -1.7038 -1.8572 2.3486 0.33 0.06 0.00
Si 0.0421 -1.5763 3.0139 -0.29 -0.35 0.48
C -0.0433 -1.4379 4.9006 0.00 0.21 -0.31
C 1.2034 -3.0177 2.6531 -0.01 0.37 -0.16
As 0.8824 0.5928 2.4756 -0.22 -0.16 -0.56
Si -1.0103 1.8988 1.8583 -0.58 0.73 0.36
C -0.2506 3.4558 1.0930 0.04 -0.32 0.14
C -2.4523 1.3907 0.7363 0.45 -0.47 0.24
C -1.7827 2.3166 3.5358 0.30 -0.16 -0.13
H -2.1655 -2.7199 2.8336 0.05 -0.03 0.03
H -1.7190 -2.0293 1.2700 0.01 0.04 -0.01
H -2.3240 -0.9844 2.5624 -0.01 -0.05 0.02
H -0.3683 -2.3666 5.3727 -0.03 -0.04 -0.08
H -0.7276 -0.6410 5.2020 0.01 -0.01 0.04
H 0.9463 -1.1852 5.2872 -0.01 -0.02 0.04
H 0.9906 -3.8484 3.3289 -0.09 0.08 0.07
H 2.2432 -2.7195 2.8035 0.01 -0.03 0.02
H 1.1129 -3.3850 1.6348 0.01 -0.01 -0.16
H 0.1080 3.2682 0.0759 0.03 0.15 0.00
H 0.5959 3.8069 1.6869 0.02 -0.03 -0.02
H -0.9808 4.2648 1.0333 -0.09 -0.07 -0.04
H -2.2149 1.5046 -0.3258 -0.30 0.25 0.54
H -3.2897 2.0596 0.9441 0.10 0.16 0.05
H -2.7988 0.3701 0.9058 0.02 0.04 0.03
H -1.0468 2.7625 4.2076 0.00 -0.01 0.00
H -2.1739 1.4188 4.0214 -0.01 0.00 -0.01
H -2.6101 3.0186 3.4191 -0.01 0.01 -0.08
```
Positions in Å, forces in eV/Å.

Summary:
Relative energy (zero: lowest compared OMol25 entry of this formula, charge and spin), eV: 0.244
Max |F|, eV/A: 1.00
Lowest unoccupied orbital energy, Eh: 0.0090
Net charge: 0